No. 1
ORCA calculation (ωB97M-V/def2-TZVPD) on a molecular structure, C28H36Br2Cl2MoNO4P.

Geometry as XYZ:
```
75
Properties=species:S:1:pos:R:3:forces:R:3
Mo 10.941461 10.495349 10.481106 1.302 0.508 0.578
Br 5.664743 8.485410 9.549850 -0.254 0.020 -0.553
Br 5.524349 7.303582 12.520858 -0.046 0.804 -0.384
Cl 9.705380 13.187084 8.848571 -0.742 -0.362 -0.030
Cl 7.578828 11.933765 7.047422 0.697 0.531 0.962
P 11.368067 11.565794 12.751430 -2.338 -1.013 0.805
O 12.295648 11.284952 9.648150 0.627 0.536 -0.689
O 7.382906 11.322710 12.232222 0.626 0.340 -0.553
O 9.155189 10.387689 11.225238 0.336 -0.096 -0.997
O 13.131128 9.014911 12.374933 0.497 -0.794 0.140
N 10.798297 8.688790 9.501073 0.085 -1.196 -0.291
C 11.347805 9.169156 16.755112 -0.774 -0.642 -0.274
C 12.285545 7.036652 8.674056 -0.671 -1.075 -0.019
C 13.956645 11.971047 12.917936 0.411 2.392 0.310
C 11.902697 7.376572 7.386463 0.025 0.881 0.725
C 10.588737 9.396212 14.422828 1.073 0.431 0.620
C 14.602709 11.170932 8.898551 0.317 -1.450 1.414
C 11.946239 10.398540 16.659391 0.772 1.174 -0.154
C 8.554642 11.297288 12.008827 0.466 0.248 2.176
C 9.586367 12.183952 12.770086 0.445 0.487 1.101
C 7.944853 12.961198 8.511569 -1.664 -0.461 -0.294
C 11.564921 7.544642 9.736928 -0.302 1.443 0.377
C 13.087014 11.962283 7.306087 -1.353 0.366 0.077
C 13.812732 7.800577 11.948089 0.620 0.155 -0.469
C 12.590563 13.964718 13.509701 0.680 0.110 -0.982
C 10.697881 8.668118 15.593269 -0.737 -0.616 0.595
C 11.951127 11.135494 15.446462 -0.351 -1.418 1.577
C 13.553328 13.447261 9.259364 -1.796 -0.497 1.581
C 15.106726 12.750625 13.183378 -0.062 -2.106 -0.959
C 12.737243 12.669551 12.999930 -0.022 -0.666 0.099
C 10.508452 9.126548 8.220223 0.003 -0.891 1.665
C 15.019637 14.020296 13.659189 -0.503 1.383 0.514
C 11.022589 8.424997 7.173807 -0.693 -0.134 -1.463
C 11.297168 10.615550 14.362460 -0.159 0.055 -1.927
C 13.362209 11.994445 8.818110 0.475 0.922 -1.632
C 12.895367 6.627489 11.844747 -1.447 -0.050 1.088
C 11.530318 6.873943 11.115235 0.807 -0.547 -0.518
C 13.771806 14.629155 13.873275 -0.596 0.712 0.428
C 5.664788 8.936953 11.398201 2.087 -1.312 0.476
H 10.645220 8.570601 6.158982 0.234 0.339 0.345
H 12.403388 12.090760 15.518162 0.505 0.694 -0.531
H 14.183713 7.991626 10.920369 0.145 0.392 0.691
H 10.189785 7.693317 15.622881 0.244 0.489 0.193
H 4.886804 9.613466 11.648321 -0.535 0.436 0.163
H 7.422428 12.439842 9.363904 0.924 0.686 -0.787
H 12.682312 6.318453 12.900812 -0.237 -0.054 -0.915
H 12.039855 12.252967 7.066063 0.711 -0.121 -0.049
H 14.402679 13.884493 8.748979 0.096 -0.024 -0.010
H 9.385245 12.301358 13.859483 -0.536 -0.445 -0.788
H 7.454166 13.936228 8.287599 0.809 -0.668 0.389
H 10.008715 9.044018 13.581265 0.048 -0.171 -0.048
H 9.767060 9.937319 8.162057 0.356 -0.239 -0.280
H 11.000731 5.899076 10.988904 0.459 0.591 -0.078
H 12.949293 8.975722 13.333669 0.030 -0.172 -0.439
H 14.007456 10.935098 12.644633 0.086 -0.180 -0.262
H 14.289872 10.150087 8.599367 0.605 0.335 0.191
H 15.407231 11.513986 8.244974 -0.379 0.122 -0.096
H 12.620802 14.044708 9.035872 1.049 -0.496 0.240
H 10.905712 7.422035 11.778961 -0.608 0.754 0.410
H 12.925586 6.183028 8.862586 0.069 0.047 -0.117
H 11.268586 8.622270 17.721502 0.337 0.382 -0.994
H 13.792597 12.693484 6.864587 -0.557 -0.395 0.127
H 11.599773 14.433264 13.405050 0.642 -0.003 0.669
H 13.706634 15.640093 14.340042 0.142 -0.899 -0.631
H 13.716613 13.416531 10.367337 0.017 0.466 -0.854
H 15.934048 14.576956 13.854672 -0.250 -0.055 0.050
H 12.504118 10.885785 17.472935 -0.554 -0.547 -0.097
H 13.328070 10.976009 6.902912 -0.302 0.143 -0.113
H 16.082372 12.328540 12.934069 -0.208 0.035 0.390
H 13.460541 5.827477 11.413131 0.240 -0.630 -0.394
H 9.496305 13.191361 12.423158 0.012 0.776 -0.640
H 6.697574 9.310861 11.557382 -1.292 -0.108 0.230
H 12.228784 6.853887 6.527324 0.599 -0.602 -0.569
H 14.666330 7.453494 12.607462 -0.774 1.036 -0.631
H 15.012276 11.138544 9.908762 0.031 -0.093 0.114
```
Positions in Å, forces in eV/Å.

For the HOMO energy (alpha / beta), the calculation gives -13.71 / -13.71 eV. The expectation value of S² is 2.018. The calculation puts the HOMO-LUMO gap (alpha / beta) at 6.16 / 6.21 eV. As for the total energy: -215558.6221 eV. Its net charge is +2. Its spin multiplicity is 3. The calculation puts the LUMO energy (alpha / beta) at -0.27730 / -0.27538 hartree.



No. 2
ORCA calculation (ωB97M-V/def2-TZVPD) on 3 unconnected molecules or ions with the total composition C2H11NO3.

Geometry as XYZ:
```
17
Properties=species:S:1:pos:R:3:forces:R:3
O 0.269372 -2.707852 -2.512315 -0.530 -0.269 0.598
O 1.286365 0.318708 -0.112610 0.420 -0.361 -0.230
O -1.833724 0.019434 -2.073872 -0.065 1.226 -0.369
N -0.262278 1.319855 1.502618 -0.123 -0.941 -0.285
C 0.059371 0.363876 2.562147 0.702 0.536 0.710
C 0.786836 1.469051 0.522971 -0.528 1.295 0.071
H 1.110079 -2.306231 -2.322835 0.505 0.354 0.151
H -2.102580 0.096446 -3.004719 0.130 -0.453 0.661
H -1.893466 -0.881705 -1.783940 -0.018 -0.758 -0.271
H 0.234264 -2.771265 -3.457777 -0.033 -0.052 -0.712
H 0.377214 2.103205 -0.262149 -0.091 0.015 -0.115
H -0.779905 -0.140550 3.036275 -0.382 0.164 -0.460
H 1.584549 2.062367 0.972882 0.398 -0.389 0.159
H 0.957572 -0.479650 0.300394 -0.143 -0.048 0.181
H 0.521240 0.933492 3.378946 0.204 -0.254 -0.098
H 0.766810 -0.411696 2.246902 -0.035 -0.030 0.125
H -1.081720 1.012515 1.007082 -0.409 -0.036 -0.115
```
Positions in Å, forces in eV/Å.

For the HOMO energy, the calculation gives -9.33 eV. The calculation puts the HOMO-LUMO gap at 9.94 eV. As for the total energy: -9884.2040 eV. Its net charge is 0. Its spin multiplicity is 1. The calculation puts the LUMO energy at 0.02270 hartree.